ORCA calculation (wB97M-V/def2-TZVPD) on C26H26N4O4S in the gas phase.

Geometry as XYZ:
```
61
Properties=species:S:1:pos:R:3:mulliken_charge:R:1
C 9.6635 -1.2173 0.1535 -1.425
C 8.2385 -1.7110 -0.0430 -0.264
O 7.3771 -0.5988 0.0891 -0.391
C 6.0358 -0.7842 -0.0540 0.603
C 5.2460 0.3598 0.0828 -0.651
C 3.8781 0.2851 -0.0443 -0.551
C 3.2576 -0.9357 -0.3118 0.302
C 4.0395 -2.0746 -0.4472 -0.732
C 5.4164 -1.9998 -0.3194 -0.257
H 5.9926 -2.9045 -0.4313 0.375
H 3.5709 -3.0221 -0.6534 0.503
N 1.8618 -0.9372 -0.4329 0.034
C 1.0321 -1.9853 -0.6345 0.590
O 1.3648 -3.1455 -0.7493 -0.689
C -0.4398 -1.5653 -0.6983 -0.636
H -1.0480 -2.4545 -0.8835 0.258
H -0.5823 -0.8791 -1.5361 0.484
C -0.9049 -0.9009 0.6119 -0.067
N -2.2972 -1.1214 0.9156 0.217
C -2.9882 0.0288 0.9784 0.259
S -4.5733 0.1780 1.3515 -0.295
N -2.1067 1.0775 0.7236 0.390
C -0.8418 0.6176 0.5149 0.456
O 0.1352 1.2826 0.2504 -0.744
C -2.4723 2.4482 0.7001 -0.196
C -1.7307 3.3686 1.4321 -0.360
C -2.0810 4.6993 1.4095 -0.724
C -3.1818 5.1339 0.6662 0.915
C -3.9150 4.2056 -0.0667 -0.363
C -3.5553 2.8699 -0.0533 -0.805
H -4.1259 2.1571 -0.6274 0.489
H -4.7667 4.5063 -0.6552 0.379
O -3.4449 6.4636 0.7236 -0.455
C -4.5481 6.9670 0.0077 -0.842
H -5.4861 6.5167 0.3471 0.338
H -4.4349 6.8071 -1.0692 0.338
H -4.5674 8.0362 0.2121 0.240
H -1.5195 5.4300 1.9688 0.416
H -0.8821 3.0387 2.0102 0.430
C -2.8806 -2.4130 1.1837 -1.403
C -3.7549 -2.8743 0.0388 0.688
N -3.1314 -3.1064 -1.1087 -0.263
C -3.8406 -3.4982 -2.1513 -0.271
C -5.2142 -3.6796 -2.1082 -0.660
C -5.8680 -3.4332 -0.9115 -0.359
C -5.1277 -3.0229 0.1856 -0.609
H -5.6031 -2.8088 1.1294 0.372
H -6.9384 -3.5538 -0.8331 0.412
H -5.7542 -4.0000 -2.9852 0.379
H -3.2748 -3.6725 -3.0569 0.418
H -2.0633 -3.1216 1.3311 0.364
H -3.4818 -2.3418 2.0957 0.519
H -0.2792 -1.2579 1.4429 0.198
H 1.4387 -0.0176 -0.3193 0.048
H 3.2750 1.1752 0.0630 0.399
H 5.7345 1.2989 0.2888 0.410
H 7.9932 -2.4710 0.7124 0.358
H 8.1270 -2.1592 -1.0404 0.362
H 9.9008 -0.4646 -0.5932 0.324
H 10.3590 -2.0464 0.0596 0.417
H 9.7685 -0.7717 1.1389 0.324
```

Summary:
SMILES = CCOc1ccc(NC(=O)C[C@H]2C(=O)N(c3ccc(OC)cc3)C(=S)N2Cc2ccccn2)cc1
Energy above the lowest of the compared OMol25 structures with the same formula, charge and spin = 89.5 kJ/mol
Frontier orbital gap = 8.23 eV
E = -52370.84425 eV
Largest force on an atom = 0.014 hartree/bohr
Charge = 0



ORCA calculation (wB97M-V/def2-TZVPD) on 2 unconnected molecules or ions with the total composition C4H11NO.

Geometry as XYZ:
```
17
Properties=species:S:1:pos:R:3:mulliken_charge:R:1
C -1.4575 0.0911 -0.6621 -1.386
C -0.3716 0.3030 0.3601 0.810
C 0.1937 -0.6724 1.0680 -0.347
N 0.0383 -2.0597 0.8709 -0.582
C -0.0519 1.7452 0.6527 -1.386
H -2.1290 0.9411 -0.6274 0.348
H -1.0580 0.0513 -1.6792 0.252
H -2.0032 -0.8349 -0.5092 0.424
H 0.9067 -0.3796 1.8314 0.335
H -0.2872 -2.5672 1.6876 0.240
H -0.6643 -2.2506 0.1654 0.225
H -0.9159 2.2378 1.0845 0.394
H 0.7791 1.8276 1.3624 0.354
H 0.2497 2.2687 -0.2587 0.324
H 2.8089 -0.6880 -2.1257 0.310
H 1.9709 0.1747 -1.1655 0.309
O 1.9914 -0.1880 -2.0554 -0.623
```

Summary:
SMILES = CC(C)=CN.O
Energy above the lowest of the compared OMol25 structures with the same formula, charge and spin = 94.3 kJ/mol
Frontier orbital gap = 9.06 eV
E = -7863.57585 eV
Largest force on an atom = 0.014 hartree/bohr
Charge = 0



ORCA calculation (wB97M-V/def2-TZVPD) on 13 unconnected molecules or ions with the total composition H26O13.

Geometry as XYZ:
```
39
Properties=species:S:1:pos:R:3:mulliken_charge:R:1
H 0.7262 0.1826 -0.7530 0.388
H -0.6187 -0.0710 -0.0919 -0.011
H -1.1011 0.6297 1.5832 0.378
H -0.1796 1.7696 1.1814 0.284
H 4.6823 2.0482 -0.5864 0.277
H 4.8856 3.2670 -1.4713 0.285
H -0.1061 -4.0203 -0.0786 0.312
H -1.6214 -3.9179 -0.1361 0.263
H 1.5630 3.0703 -3.0434 0.278
H 2.6203 3.3933 -4.0863 0.314
H -2.3141 -1.1572 0.7337 0.280
H -3.2010 -0.9495 1.9504 0.317
H 1.3047 3.5929 0.3157 0.269
H 1.2546 3.4422 -1.1958 0.255
H 1.9894 -0.6210 0.0368 0.320
H 2.1218 -2.0933 0.3901 0.287
H 0.4947 1.4759 2.7101 0.268
H 0.3014 1.6210 4.2107 0.270
H -5.0167 0.2347 0.6716 0.273
H -5.4023 -0.8366 1.6785 0.249
H 0.3257 -2.0176 3.2828 0.303
H -0.9027 -2.0215 2.3879 0.329
H -0.7630 1.5212 -0.9538 0.213
H -1.6123 0.4420 -1.6050 0.353
H 0.6232 -3.9280 -2.6709 0.307
H 0.5767 -4.7260 -3.9636 0.296
O 0.2221 -0.4975 -0.2922 -0.495
O -1.0812 1.5865 1.4685 -0.554
O 4.2130 2.6378 -1.1872 -0.546
O -0.8403 -3.9540 -0.6996 -0.592
O 2.0090 3.8111 -3.4693 -0.593
O -2.6729 -0.4679 1.3038 -0.664
O 1.8695 3.4594 -0.4538 -0.543
O 1.9675 -1.5015 -0.3548 -0.589
O -0.0183 1.1265 3.4475 -0.545
O -4.6522 -0.5030 1.1735 -0.489
O -0.3263 -2.6087 2.8897 -0.627
O -1.6503 1.3522 -1.2902 -0.522
O 0.3297 -4.7716 -3.0330 -0.598
```

Summary:
Energy above the lowest of the compared OMol25 structures with the same formula, charge and spin = 723.3 kJ/mol
Frontier orbital gap = 9.98 eV
E = -27034.45007 eV
Largest force on an atom = 0.099 hartree/bohr
Charge = 0



ORCA calculation (wB97M-V/def2-TZVPD) on 7 unconnected molecules or ions with the total composition C24H51NO10S2.

Geometry as XYZ:
```
88
Properties=species:S:1:pos:R:3:mulliken_charge:R:1
O -1.9978 -2.2963 3.0026 -0.553
C -2.1075 -1.5480 2.0757 0.217
C -1.3122 -1.6575 0.8119 0.166
C -1.5000 -0.5467 0.1336 0.434
C -0.9400 -0.1069 -1.1633 -0.703
C 0.2846 -0.8943 -1.5821 -0.884
C 1.5820 -0.5869 -0.8393 -0.541
S 1.9873 1.1888 -0.7167 0.005
C 1.8741 1.4468 1.0667 -0.109
S 0.4445 1.8844 1.6782 -0.177
N 3.0744 1.3027 1.7942 0.061
C 3.0109 0.2493 2.8124 -0.447
C 2.5161 0.7119 4.1692 -0.280
O 3.1852 1.8814 4.6111 -0.449
C 3.0343 2.9340 3.6944 -0.411
C 3.5883 2.5752 2.3319 -0.743
C -2.4354 0.3103 0.8970 -0.156
O -2.7501 1.4698 0.7363 -0.575
O -2.9303 -0.4735 1.9598 -0.269
H -0.7109 -2.4977 0.5520 0.601
H -1.7111 -0.1913 -1.9188 0.513
H -0.7331 0.9524 -1.0815 0.358
H 0.0634 -1.9385 -1.3946 0.393
H 0.4723 -0.8073 -2.6427 0.363
H 1.6239 -1.0242 0.1467 0.254
H 2.3935 -1.0270 -1.3966 0.514
H 3.9701 -0.2425 2.9129 0.367
H 2.3212 -0.5098 2.4650 0.136
H 1.4497 0.8754 4.1643 0.074
H 2.7681 -0.0514 4.8881 0.390
H 2.0054 3.2716 3.6215 0.259
H 3.6173 3.7631 4.0724 0.371
H 4.6682 2.5095 2.3761 0.370
H 3.3191 3.3543 1.6334 0.416
C -1.1337 -1.8253 6.0687 -0.858
C 0.1315 -1.0162 5.8881 -0.074
O -0.1344 0.3829 5.9815 -0.534
H -1.8595 -1.5442 5.3113 -0.058
H -0.9293 -2.8944 5.9786 0.339
H -1.5831 -1.6401 7.0442 0.456
H 0.5436 -1.1940 4.8947 0.190
H 0.8917 -1.2871 6.6299 0.284
H -0.4895 0.5530 6.8578 0.305
C -5.6662 -0.8304 7.4196 -1.156
C -4.1657 -0.6842 7.2989 0.128
O -3.5047 -1.3128 8.4016 -0.540
H -6.0214 -0.3869 8.3504 0.307
H -6.1607 -0.3384 6.5802 0.292
H -5.9598 -1.8826 7.4281 0.345
H -3.8732 0.3647 7.3103 0.282
H -3.8127 -1.1243 6.3641 0.017
H -3.7493 -2.2417 8.3948 0.300
C 3.6306 2.7580 -4.9632 -1.340
C 3.3435 1.2703 -4.9822 -0.068
O 2.5278 0.8911 -3.8675 -0.373
H 4.1335 3.0366 -4.0365 0.341
H 4.2576 3.0442 -5.8073 0.359
H 2.7001 3.3289 -5.0132 0.362
H 4.2697 0.6997 -4.9103 0.297
H 2.8373 0.9921 -5.9076 0.218
H 1.7039 1.3819 -3.9316 0.240
C -6.9226 -1.6194 1.5018 -0.854
C -7.5036 -0.5414 2.3993 -0.249
O -6.5881 -0.1579 3.4201 -0.463
H -6.6533 -2.5016 2.0829 0.254
H -7.6366 -1.9099 0.7293 0.351
H -6.0131 -1.2587 1.0149 0.161
H -8.4014 -0.9004 2.8997 0.290
H -7.7722 0.3395 1.8059 0.256
H -5.7978 0.1685 2.9797 0.268
C 3.1886 -3.4898 -6.5942 -1.200
C 2.9647 -2.1724 -7.3122 -0.156
O 2.0774 -1.3200 -6.5897 -0.461
H 2.2394 -4.0039 -6.4432 0.270
H 3.8536 -4.1402 -7.1638 0.370
H 3.6310 -3.3209 -5.6099 0.344
H 2.5078 -2.3422 -8.2862 0.366
H 3.9204 -1.6567 -7.4674 0.248
H 2.4723 -1.1485 -5.7284 0.217
C 1.3669 2.2992 -9.1952 -0.967
C 2.8723 2.3309 -9.3866 -0.271
O 3.5517 1.7154 -8.2947 -0.444
H 1.0925 2.8038 -8.2683 0.220
H 0.8548 2.7879 -10.0254 0.371
H 1.0087 1.2696 -9.1254 0.284
H 3.2299 3.3579 -9.4361 0.290
H 3.1498 1.8274 -10.3188 0.274
H 3.2535 0.8018 -8.2429 0.204
```

Summary:
SMILES = O=C1C=C(CCCSC(=S)N2CCOCC2)C(=O)O1.CCO.CCO.CCO.CCO.CCO.CCO
Frontier orbital gap = 7.17 eV
E = -69347.56181 eV
Largest force on an atom = 0.050 hartree/bohr
Charge = 0



ORCA calculation (wB97M-V/def2-TZVPD) on a molecular structure, C6H16InO.

Geometry as XYZ:
```
24
Properties=species:S:1:pos:R:3:mulliken_charge:R:1
C 3.3899 -0.5640 0.3191 -1.317
C 2.2804 0.4520 0.5678 -0.153
C 1.2510 0.5114 -0.5644 -0.805
C -0.1101 1.0719 -0.1546 -0.382
C -0.8113 0.2808 0.9616 -0.329
C -2.3306 0.2451 0.7662 -1.454
In -3.0121 -1.3375 -0.6443 0.812
O -2.8727 -0.5556 -2.5795 -0.862
H 4.2481 -0.4110 0.9778 0.371
H 3.0315 -1.5837 0.4758 0.317
H 3.7561 -0.5097 -0.7100 0.313
H 1.7612 0.2148 1.4998 0.235
H 2.7235 1.4439 0.7126 0.304
H 1.6608 1.1202 -1.3798 0.371
H 1.1044 -0.4926 -0.9779 0.373
H -0.0044 2.1238 0.1387 0.288
H -0.7589 1.0678 -1.0357 0.081
H -0.4011 -0.7388 0.9547 0.307
H -0.5375 0.6941 1.9429 0.291
H -2.6782 1.2316 0.4352 0.355
H -2.8455 0.0404 1.7119 0.388
H -1.8760 -2.6969 -0.5041 -0.403
H -4.6969 -1.8043 -0.3549 -0.384
H -2.2716 0.1964 -2.5590 0.284
```

Summary:
Energy above the lowest of the compared OMol25 structures with the same formula, charge and spin = 0.0 kJ/mol
Frontier orbital gap = 7.61 eV
E = -13702.63179 eV
Largest force on an atom = 0.003 hartree/bohr
Charge = -1



ORCA calculation (wB97M-V/def2-TZVPD) on 2 unconnected molecules or ions with the total composition C20H41BBr2N3O7P.

Geometry as XYZ:
```
75
Properties=species:S:1:pos:R:3:mulliken_charge:R:1
C -5.4646 -3.8884 5.8574 -1.094
C -5.5263 -3.5489 4.3302 -0.590
C -4.1423 -3.0663 3.7946 -0.606
C -3.8312 -1.6336 4.3088 -0.885
C -2.7088 -0.9856 3.4382 -0.167
C -3.3397 0.0487 2.4479 -1.735
C -2.2450 1.1037 2.0467 0.701
P -2.0306 2.4367 3.3272 0.883
N -2.7904 2.0005 4.6268 -0.896
O -2.7447 3.8211 2.7785 -0.522
O -0.4706 2.7727 3.7051 -0.493
N -2.9462 1.8343 0.9396 -0.016
C -2.4034 1.6933 -0.3197 -0.334
O -2.9788 2.0469 -1.3016 -0.632
C -0.9575 1.0635 -0.2259 0.691
C -1.0400 -0.0793 -1.2670 -1.646
C 0.4128 -0.6720 -1.5040 0.596
C 0.9209 -0.5372 -2.9505 -0.971
O 0.4727 -1.8125 -2.3291 -0.555
C 0.1551 2.0869 -0.5482 -1.196
Br 0.1939 3.5946 0.7318 0.080
C -0.0563 2.7364 -2.0081 0.265
C 1.3174 3.0180 -2.6549 -1.126
Br -0.9722 4.4827 -1.7764 -0.134
C -1.0601 0.4885 1.2455 -1.126
B 0.3262 0.1045 1.9791 1.655
O 0.5632 -1.2055 2.3540 -0.573
O 1.3572 0.9973 2.2348 -0.725
H -6.2447 -3.3262 6.3873 0.260
H -4.4588 -3.7277 6.2675 0.334
H -5.6962 -4.9603 5.9723 0.319
H -5.7727 -4.4616 3.7575 0.347
H -6.3160 -2.8200 4.0878 0.389
H -3.3963 -3.8131 4.1120 0.264
H -4.2111 -3.1006 2.6924 0.343
H -3.4963 -1.6384 5.3578 0.384
H -4.7860 -1.0848 4.2510 0.267
H -2.0043 -0.4681 4.1023 0.340
H -2.2258 -1.7526 2.8107 0.295
H -3.6583 -0.4297 1.5101 0.443
H -4.1735 0.5690 2.9354 0.757
H -3.5348 2.6570 4.8476 0.246
H -2.5981 4.5248 3.4297 0.372
H -0.4520 3.7119 3.9522 0.312
H -3.9548 1.8724 1.0109 0.360
H -1.3468 0.2376 -2.2697 0.794
H -1.6671 -0.9311 -0.9702 0.468
H 1.1552 -0.5518 -0.6953 0.540
H 1.9890 -0.6044 -3.1579 0.136
H 0.2026 -0.2547 -3.7215 0.430
H 1.1693 1.6711 -0.4868 0.844
H -0.7022 2.1287 -2.6459 0.424
H 1.9551 3.5371 -1.9205 0.306
H 1.7728 2.0638 -2.9597 0.145
H 1.1668 3.7056 -3.4972 0.453
H -1.4531 -0.5275 1.0268 0.041
H -0.0510 -1.8047 1.9068 0.297
H 1.3822 1.1034 3.2012 0.263
C 6.4349 -0.8861 -3.4012 -1.581
C 5.2008 -0.6297 -4.2600 0.671
C 5.3107 -1.1963 -5.6859 -0.756
O 6.1333 -0.4434 -6.5589 -0.405
C 7.5230 -0.6845 -6.4252 -0.644
N 4.9184 0.8106 -4.2714 -0.653
H 7.2592 -0.2169 -3.6471 0.296
H 6.2004 -0.7247 -2.3479 0.375
H 6.7842 -1.9151 -3.5105 0.351
H 4.3598 -1.1366 -3.7750 0.181
H 4.3131 -1.1720 -6.1341 0.307
H 5.6220 -2.2489 -5.6752 0.464
H 7.7347 -1.7276 -6.1744 0.299
H 7.9581 -0.0202 -5.6755 0.224
H 7.9946 -0.4548 -7.3812 0.265
H 4.0395 0.9689 -4.7582 0.262
H 5.6099 1.2513 -4.8740 0.324
```

Summary:
Frontier orbital gap = 8.74 eV
E = -190258.61370 eV
Largest force on an atom = 0.062 hartree/bohr
Charge = 0



What did the second record say?
ORCA calculation (wB97M-V/def2-TZVPD) on 2 unconnected molecules or ions with the total composition C4H11NO.

Geometry as XYZ:
```
17
Properties=species:S:1:pos:R:3:mulliken_charge:R:1
C -1.4575 0.0911 -0.6621 -1.386
C -0.3716 0.3030 0.3601 0.810
C 0.1937 -0.6724 1.0680 -0.347
N 0.0383 -2.0597 0.8709 -0.582
C -0.0519 1.7452 0.6527 -1.386
H -2.1290 0.9411 -0.6274 0.348
H -1.0580 0.0513 -1.6792 0.252
H -2.0032 -0.8349 -0.5092 0.424
H 0.9067 -0.3796 1.8314 0.335
H -0.2872 -2.5672 1.6876 0.240
H -0.6643 -2.2506 0.1654 0.225
H -0.9159 2.2378 1.0845 0.394
H 0.7791 1.8276 1.3624 0.354
H 0.2497 2.2687 -0.2587 0.324
H 2.8089 -0.6880 -2.1257 0.310
H 1.9709 0.1747 -1.1655 0.309
O 1.9914 -0.1880 -2.0554 -0.623
```

Summary:
SMILES = CC(C)=CN.O
Energy above the lowest of the compared OMol25 structures with the same formula, charge and spin = 94.3 kJ/mol
Frontier orbital gap = 9.06 eV
E = -7863.57585 eV
Largest force on an atom = 0.014 hartree/bohr
Charge = 0



Number 1 is which compound?
C26H26N4O4S